# 1
C3H6ClNOS in the gas phase in a non-equilibrium geometry. Source: OMol25; level of theory: the ωB97M-V functional and the def2-TZVPD basis.

Output
Maximum force, eV/A: 6.5
ΔE to the lowest compared entry with this formula, charge and spin, eV: 1.926
E, eV: -30101.5405
E_LUMO, eV: 0.203
HOMO level, eV: -9.2736
Orbital gap, eV: 9.4763
2S+1: 1

```
13
Properties=species:S:1:pos:R:3:forces:R:3
C 1.672 0.719 -1.148 1.54 1.28 -2.23
S 1.783 0.055 0.520 0.86 2.22 -1.34
N 0.701 -1.142 0.294 1.49 -6.11 1.66
C -0.601 -1.002 0.521 -2.16 -1.81 5.19
O -1.270 -1.913 1.170 2.15 2.97 -3.46
C -1.158 0.422 0.627 -2.21 -2.17 -3.00
Cl -1.547 1.165 -1.054 -0.09 -0.45 1.36
H 2.069 0.085 -1.966 0.23 -0.44 0.94
H 2.362 1.590 -1.182 -0.35 -0.33 0.24
H 0.751 1.071 -1.664 0.16 -0.25 1.64
H 1.089 -2.116 0.795 -1.62 3.02 -2.16
H -2.087 0.017 1.006 -0.72 1.47 0.43
H -0.628 1.136 1.184 0.72 0.59 0.73
```
Forces are in eV/Å.


# 2
A molecular structure, C6H13N2O3 in a non-equilibrium geometry. Source: OMol25; level of theory: the ωB97M-V functional and the def2-TZVPD basis.

Output
Maximum force, eV/A: 3.8
ΔE to the lowest compared entry with this formula, charge and spin, eV: 4.914
Total charge: +1
E, eV: -15543.1319
E_LUMO (alpha / beta), eV: -3.898 / -3.897
HOMO level (alpha / beta), eV: -11.0945 / -11.0956
Orbital gap (alpha / beta), eV: 7.1965 / 7.1985
2S+1: 1

```
24
Properties=species:S:1:pos:R:3:forces:R:3
C 1.675 -1.437 -0.314 -0.78 1.13 -0.07
C -1.096 -0.911 0.669 1.62 -1.41 -1.02
C 0.639 0.856 -0.431 0.74 1.05 -1.62
C 2.592 0.158 -1.949 0.41 0.10 -1.49
C 0.617 0.542 2.184 -0.25 1.51 -1.36
C -3.457 -0.563 0.096 0.06 -1.12 -3.63
N 1.643 -0.292 -0.877 -0.64 -0.01 0.90
N -0.062 0.638 0.812 -1.78 -0.08 1.67
O 1.976 -2.443 0.115 0.23 -0.82 0.01
O -0.190 1.088 -1.551 1.86 1.21 2.10
O -2.040 -0.691 -0.248 -0.16 -0.32 -0.15
H -1.484 -0.995 1.694 -0.05 0.46 0.09
H 1.366 1.708 -0.396 -0.78 -0.53 0.22
H 3.131 -0.659 -2.497 -0.84 0.11 0.98
H 1.903 0.595 -2.784 1.60 -0.05 1.83
H 3.453 0.758 -1.490 -1.72 -0.23 -0.76
H 1.073 -0.439 2.210 0.32 0.02 0.42
H 1.271 1.426 2.298 0.32 -0.86 -0.16
H -0.120 0.704 2.992 0.01 -0.57 -0.74
H -4.001 -1.558 -0.075 0.99 1.41 0.75
H -3.831 0.130 -0.689 -0.04 -0.36 0.70
H -3.499 -0.125 1.024 -0.62 0.66 2.38
H -0.905 1.218 0.927 0.89 0.29 -0.79
H -0.652 0.293 -1.720 -1.39 -1.59 -0.25
```
Forces are in eV/Å.


# 3
A molecular structure, C44H46ClN2O6P3S4Se2Zr in a non-equilibrium geometry. Source: OMol25; level of theory: the ωB97M-V functional and the def2-TZVPD basis.

Output
Maximum force, eV/A: 1.4
Total charge: -1
E, eV: -277350.7643
E_LUMO (alpha / beta), eV: 2.110 / 2.106
HOMO level (alpha / beta), eV: -2.9520 / -5.1464
Orbital gap (alpha / beta), eV: 5.0624 / 7.2528
2S+1: 2

```
109
Properties=species:S:1:pos:R:3:forces:R:3
Zr 0.283 0.248 0.383 -0.27 0.02 0.04
S -2.534 1.443 2.367 0.12 -0.26 0.16
P -1.624 2.921 1.179 -0.01 0.60 -0.05
C -0.645 2.358 -0.056 -0.88 -0.51 -0.11
P -1.403 2.005 -1.565 0.31 0.63 -0.14
S -1.028 0.134 -2.169 0.08 0.08 0.30
C -0.750 3.175 -2.813 -0.09 -0.10 -0.23
C -1.065 2.998 -4.162 0.00 -0.02 -0.01
C -0.592 3.880 -5.120 0.03 0.02 0.08
C 0.218 4.948 -4.738 -0.04 -0.06 0.04
C 0.550 5.120 -3.404 -0.06 -0.10 0.07
C 0.064 4.234 -2.442 0.04 0.06 -0.04
C -3.213 2.243 -1.714 -0.20 -0.04 -0.04
C -3.788 3.374 -2.292 -0.11 -0.04 -0.05
C -5.170 3.470 -2.431 0.14 -0.02 0.03
C -5.991 2.443 -1.983 0.05 -0.03 0.01
C -5.425 1.318 -1.392 0.10 0.04 0.00
C -4.045 1.215 -1.265 -0.10 0.12 -0.08
C -2.998 4.081 0.759 0.10 0.19 -0.28
C -4.341 3.806 0.985 -0.02 0.06 0.07
C -5.316 4.751 0.671 0.08 -0.07 0.02
C -4.960 5.970 0.116 0.05 -0.03 -0.02
C -3.619 6.249 -0.133 0.02 -0.12 0.07
C -2.647 5.314 0.191 -0.05 -0.07 0.09
C -0.733 4.050 2.299 -0.03 0.01 0.13
C -1.364 4.508 3.452 -0.03 -0.03 0.10
C -0.749 5.449 4.265 0.01 -0.03 -0.07
C 0.498 5.956 3.915 -0.02 -0.04 -0.02
C 1.126 5.512 2.759 -0.05 -0.05 -0.02
C 0.513 4.560 1.951 -0.04 0.02 0.06
H -1.679 2.154 -4.459 0.01 0.02 0.01
H -0.842 3.733 -6.165 0.01 0.00 0.05
H 0.598 5.634 -5.486 0.00 -0.01 0.02
H 1.198 5.935 -3.106 -0.02 -0.02 0.00
H 0.332 4.339 -1.397 0.01 0.01 0.01
H -3.161 4.186 -2.638 0.00 -0.02 -0.01
H -5.605 4.355 -2.883 0.04 -0.04 0.02
H -7.068 2.520 -2.091 0.08 -0.01 0.01
H -6.058 0.514 -1.033 0.03 0.04 -0.02
H -3.599 0.335 -0.819 0.00 0.02 0.04
H -4.625 2.848 1.404 0.00 0.03 -0.02
H -6.359 4.521 0.852 0.03 0.00 0.00
H -5.725 6.699 -0.135 0.06 -0.04 0.03
H -3.331 7.196 -0.572 0.00 -0.03 0.01
H -1.602 5.545 0.010 -0.04 -0.03 0.00
H -2.343 4.121 3.725 0.06 0.03 -0.02
H -1.243 5.790 5.168 0.01 -0.01 -0.02
H 0.980 6.693 4.547 -0.02 -0.04 -0.03
H 2.102 5.895 2.490 -0.03 -0.02 0.00
H 1.003 4.185 1.061 0.02 -0.01 -0.02
C 1.396 -1.422 6.635 -0.05 0.04 0.09
C 2.027 -1.642 5.273 -0.03 0.11 -0.19
O 2.002 -0.475 4.435 0.00 0.02 0.15
P 0.662 -0.209 3.489 0.29 -0.26 0.38
S 1.292 1.469 2.462 -0.30 -0.07 0.08
S -2.119 -0.305 1.292 -0.38 0.02 0.17
O -0.410 0.281 4.619 -0.03 0.19 -0.04
C -0.222 1.473 5.388 -0.02 -0.15 0.00
C -1.372 1.572 6.365 -0.09 0.09 0.10
H 1.486 -2.339 7.228 0.01 0.08 -0.05
H 0.337 -1.172 6.549 0.04 -0.02 -0.02
H 1.903 -0.617 7.171 -0.02 -0.02 -0.04
H 1.553 -2.490 4.765 -0.06 0.07 -0.05
H 3.081 -1.881 5.393 0.08 -0.06 -0.02
H -0.193 2.334 4.718 -0.06 0.01 -0.08
H 0.739 1.425 5.905 0.05 0.00 0.03
H -2.319 1.444 5.834 0.08 0.04 0.03
H -1.373 2.556 6.847 0.01 -0.10 -0.02
H -1.309 0.806 7.145 0.01 0.06 -0.13
O 5.795 1.147 0.468 0.37 -0.30 0.41
C 5.686 0.073 1.229 -0.01 0.04 -0.29
O 6.625 -0.359 1.857 -0.07 -0.06 0.17
C 4.346 -0.597 1.228 0.13 0.36 -0.17
C 3.992 -1.655 1.994 -0.14 -0.51 0.31
Cl 4.907 -2.403 3.228 0.00 0.08 -0.09
N 2.692 -2.030 1.739 -0.46 -0.22 0.23
N 2.131 -1.132 0.837 0.37 0.05 -0.17
C 3.161 -0.290 0.478 0.13 -0.25 0.06
C 2.904 0.719 -0.487 -0.50 -0.01 -0.31
O 3.736 1.558 -0.875 -0.16 0.09 -0.23
O 1.640 0.698 -0.980 1.43 0.19 -0.08
C 2.001 -3.231 2.083 0.35 0.30 -0.13
C 2.680 -4.408 2.381 0.09 -0.27 -0.01
C 1.979 -5.560 2.730 0.14 0.08 -0.02
C 0.595 -5.569 2.767 0.01 0.06 -0.04
C -0.080 -4.404 2.424 -0.06 -0.04 0.01
C 0.613 -3.258 2.079 -0.25 -0.04 0.14
H 4.956 1.316 -0.067 -0.16 0.32 -0.25
H 3.756 -4.455 2.328 -0.01 0.03 -0.01
H 2.540 -6.459 2.960 -0.03 0.06 -0.01
H 0.052 -6.465 3.042 0.02 0.03 -0.01
H -1.165 -4.369 2.434 0.05 -0.01 -0.02
H 0.047 -2.376 1.854 -0.10 0.21 -0.06
C -3.666 -2.279 -1.950 -0.09 0.08 -0.07
Se -2.953 -3.220 -0.415 0.10 0.11 0.16
C -1.682 -4.328 -1.369 0.04 -0.20 -0.05
C -0.622 -3.625 -2.192 -0.12 0.20 -0.12
Se 0.626 -2.626 -1.097 0.18 -0.10 0.33
C 1.701 -1.967 -2.568 -0.01 -0.04 -0.01
H -3.815 -2.982 -2.769 -0.03 -0.01 0.00
H -3.003 -1.466 -2.244 -0.06 -0.11 -0.01
H -4.629 -1.865 -1.656 0.00 -0.02 0.00
H -2.248 -5.003 -2.010 -0.04 -0.07 -0.04
H -1.217 -4.927 -0.585 0.06 -0.08 -0.01
H -1.043 -2.943 -2.932 -0.13 -0.05 -0.03
H -0.023 -4.376 -2.704 0.00 -0.04 -0.15
H 2.039 -2.818 -3.155 0.02 -0.01 -0.04
H 2.554 -1.455 -2.134 0.03 0.01 0.03
H 1.130 -1.264 -3.169 -0.01 0.00 0.02
```
Forces are in eV/Å.


# 4
C4H12N4 in the gas phase in a non-equilibrium geometry. Source: OMol25; level of theory: the ωB97M-V functional and the def2-TZVPD basis.

Output
Maximum force, eV/A: 2.9
ΔE to the lowest compared entry with this formula, charge and spin, eV: 2.030
E, eV: -10301.2416
E_LUMO, eV: 0.983
HOMO level, eV: -8.5642
Orbital gap, eV: 9.5476
2S+1: 1

```
20
Properties=species:S:1:pos:R:3:forces:R:3
C 2.472 -0.808 -0.224 0.15 1.66 -0.36
N 1.166 -1.355 -0.051 -0.96 -0.16 -0.12
C 0.141 -0.621 -0.239 -0.93 1.38 0.64
N -1.123 -1.187 -0.480 0.84 0.21 0.04
C -2.158 -1.039 0.549 0.67 0.20 0.61
N 0.096 0.781 -0.158 -0.45 0.38 -0.62
C -0.913 1.716 -0.723 -0.55 -2.78 -0.79
N 0.833 1.467 0.811 1.50 -0.15 0.40
H 2.452 0.006 -1.036 0.31 -0.98 0.97
H 3.091 -1.629 -0.538 0.61 -0.07 -0.16
H 2.904 -0.357 0.706 -0.24 -0.39 -0.64
H -0.891 -2.149 -0.633 -0.37 -0.66 -0.18
H -1.852 -1.560 1.496 -0.35 0.49 -0.61
H -3.039 -1.517 0.147 -0.43 0.03 0.14
H -2.364 0.034 0.770 0.15 -0.88 -0.24
H -1.611 1.149 -1.412 1.03 0.67 0.54
H -1.508 2.059 0.080 -0.66 0.66 0.88
H -0.456 2.555 -1.217 0.37 0.16 -0.27
H 1.796 1.531 0.485 -0.01 0.39 -0.11
H 0.962 0.923 1.665 -0.66 -0.17 -0.10
```
Forces are in eV/Å.


# 5
C6H10 in the gas phase. Source: OMol25; level of theory: the ωB97M-V functional and the def2-TZVPD basis.

Output
Maximum force, eV/A: 0.3
ΔE to the lowest compared entry with this formula, charge and spin, eV: 1.334
E, eV: -6382.5259
E_LUMO, eV: 1.123
HOMO level, eV: -9.4538
Orbital gap, eV: 10.5773
2S+1: 1

```
16
Properties=species:S:1:pos:R:3:forces:R:3
C -2.783 0.288 1.050 0.04 0.03 -0.05
C -1.773 0.536 0.262 0.04 -0.06 0.05
C -0.662 0.644 -0.414 -0.21 -0.04 0.16
C 0.523 -0.207 -0.006 0.04 -0.06 0.06
C 0.885 -1.190 -1.120 0.04 -0.04 -0.07
C 1.694 0.676 0.426 0.07 0.03 -0.01
H -3.488 -0.505 0.818 0.01 0.15 0.00
H -2.920 0.845 1.973 -0.06 -0.01 -0.14
H -0.557 1.322 -1.263 -0.06 -0.12 0.17
H 0.199 -0.789 0.866 0.09 0.06 -0.11
H 1.774 -1.774 -0.856 -0.11 0.09 -0.04
H 1.084 -0.668 -2.063 0.02 -0.05 0.12
H 0.056 -1.887 -1.290 0.14 0.12 -0.02
H 1.421 1.260 1.311 0.06 -0.06 -0.16
H 2.572 0.069 0.673 -0.11 0.09 -0.04
H 1.976 1.379 -0.368 -0.01 -0.11 0.07
```
Forces are in eV/Å.


# 6
10 unconnected molecules or ions with the total composition C13H44NO12 in a non-equilibrium geometry. Source: OMol25; level of theory: the ωB97M-V functional and the def2-TZVPD basis.

Output
Maximum force, eV/A: 1.6
ΔE to the lowest compared entry with this formula, charge and spin, eV: 0.000
Total charge: -1
E, eV: -40254.3832
E_LUMO, eV: 2.601
HOMO level, eV: -7.4783
Orbital gap, eV: 10.0788
2S+1: 1

```
70
Properties=species:S:1:pos:R:3:forces:R:3
N 0.453 -0.596 0.726 -0.36 -0.65 0.13
O 0.740 -1.491 1.574 -0.03 1.21 -0.88
O -0.057 -0.927 -0.371 0.47 0.27 0.55
O 0.636 0.623 0.990 0.06 -0.59 -0.17
C 0.981 -3.545 -2.533 -0.93 -0.32 -0.44
O 2.047 -4.481 -2.471 -0.04 -0.17 0.32
H 0.009 -4.046 -2.656 0.27 -0.32 0.02
H 0.862 -2.982 -1.607 0.48 0.28 -0.17
H 1.061 -2.934 -3.435 0.16 0.43 0.37
H 2.627 -4.341 -3.218 0.05 0.07 -0.07
C -0.834 -0.895 -4.124 -0.25 -0.37 -0.17
C -1.741 0.240 -4.570 -0.03 0.21 0.02
C -2.041 0.213 -6.057 -0.37 -0.10 0.16
O -2.978 0.130 -3.865 0.44 0.15 -0.09
H -1.387 -1.827 -4.282 0.03 -0.01 0.01
H -0.627 -0.834 -3.055 0.20 0.07 -0.03
H 0.095 -0.983 -4.691 0.07 0.27 0.08
H -1.288 1.213 -4.330 0.12 -0.05 0.04
H -2.745 1.002 -6.326 -0.01 0.03 0.11
H -2.523 -0.742 -6.283 0.12 -0.01 -0.19
H -1.148 0.351 -6.666 0.10 -0.15 0.07
H -2.726 0.118 -2.923 -0.51 0.00 0.11
C 3.511 -1.206 -1.625 -0.07 0.01 0.30
C 3.854 -0.338 -0.413 -0.11 -0.70 -0.82
C 5.345 -0.233 -0.127 -0.43 0.66 0.00
O 3.371 0.988 -0.705 -0.06 -0.30 0.85
H 4.081 -0.874 -2.495 0.14 -0.28 -0.01
H 2.453 -1.089 -1.869 -0.02 0.08 0.07
H 3.640 -2.263 -1.376 0.29 0.03 -0.31
H 3.363 -0.826 0.438 -0.17 0.59 0.18
H 5.884 -1.174 -0.196 -0.13 -0.11 -0.09
H 5.477 0.174 0.877 0.14 0.00 -0.02
H 5.741 0.493 -0.843 0.26 -0.16 0.00
H 2.409 0.937 -0.595 0.05 0.22 -0.08
C -2.149 1.819 5.813 0.61 0.25 1.02
C -1.882 1.505 4.339 0.53 1.09 0.40
C -1.064 2.642 3.693 -0.35 0.19 -0.45
O -1.064 0.351 4.317 -0.01 -0.62 -0.25
H -1.439 2.586 6.143 -0.11 0.11 -0.13
H -1.901 0.997 6.490 -0.15 -0.37 -0.47
H -3.133 2.163 6.135 -0.18 0.02 -0.62
H -2.816 1.358 3.788 0.01 -0.16 -0.03
H -0.968 2.458 2.619 0.15 -0.07 -0.01
H -0.062 2.708 4.120 0.00 -0.31 0.10
H -1.482 3.650 3.780 -0.38 -0.23 0.18
H -0.558 0.338 3.492 0.12 0.17 0.14
C -1.917 2.561 -0.934 -0.30 -1.55 0.23
C -2.859 1.452 -0.361 0.40 1.22 -0.17
C -4.322 1.725 -0.623 -0.16 0.28 -0.35
O -2.545 0.220 -0.972 0.28 -0.36 -0.15
H -2.261 3.572 -0.736 0.11 0.07 0.12
H -1.808 2.372 -2.004 -0.15 0.30 -0.10
H -0.961 2.313 -0.469 0.21 0.63 -0.08
H -2.650 1.461 0.715 -0.18 -0.52 0.09
H -4.700 2.540 -0.002 0.13 0.05 -0.01
H -4.964 0.860 -0.456 0.19 -0.14 0.08
H -4.418 2.019 -1.672 -0.19 -0.04 0.02
H -1.592 0.017 -0.874 -0.23 -0.01 0.29
O 2.799 2.292 2.040 0.05 0.05 -0.13
H 2.112 1.731 1.640 0.02 0.17 -0.01
H 3.514 2.286 1.390 -0.18 -0.08 -0.03
O 2.388 -0.003 3.635 0.02 0.10 -0.32
H 1.910 -0.456 2.918 0.12 0.00 0.29
H 2.713 0.819 3.220 -0.11 -0.32 0.27
O -1.418 -2.360 3.140 0.14 0.06 0.06
H -1.186 -1.595 3.693 -0.26 -0.20 -0.08
H -1.012 -2.161 2.283 0.00 -0.06 0.18
O 1.232 -4.206 3.239 -0.07 0.02 -0.01
H 0.577 -3.491 3.260 0.00 -0.16 0.02
H 1.340 -4.403 2.304 -0.02 0.11 0.03
```
Forces are in eV/Å.